1.
62
Properties=species:S:1:pos:R:3:forces:R:3:nbo_charge:R:1 method="wB97M-V/def2-TZVPD" smiles="CC[C@]1(C)C[C@H](C(=O)N2CC3(C[C@H](C(=O)N4[C@H]5CC=C[C@H]4CCC5)CO3)C2)C1" multiplicity=1 homo_energy_ha=-0.3355 gap_ev=9.7
C -0.036 0.340 0.781 0.105 -0.048 0.121 -0.61
C 0.836 -0.351 -0.260 -0.114 0.031 -0.151 -0.39
C 1.929 0.516 -0.893 -0.106 0.117 -0.020 -0.04
C 2.212 0.054 -2.317 0.112 -0.101 0.051 -0.60
C 1.793 2.065 -0.854 0.002 -0.002 -0.002 -0.39
C 3.275 2.172 -0.458 -0.004 -0.001 -0.002 -0.32
C 3.615 3.105 0.677 0.006 0.024 0.007 0.70
O 2.795 3.500 1.489 -0.001 -0.005 0.002 -0.62
N 4.922 3.465 0.753 -0.018 -0.006 -0.013 -0.44
C 6.116 2.789 0.236 0.007 0.002 0.004 -0.24
C 6.938 3.602 1.277 -0.007 0.006 -0.011 0.26
C 7.802 4.709 0.700 -0.001 0.001 -0.012 -0.41
C 9.117 3.956 0.452 -0.001 0.004 0.022 -0.34
C 9.066 3.205 -0.878 0.010 -0.009 -0.006 0.70
O 8.970 1.985 -0.942 -0.004 -0.003 0.001 -0.65
N 9.076 3.971 -1.981 -0.013 0.013 -0.014 -0.47
C 9.108 3.425 -3.342 0.007 -0.006 0.013 -0.05
C 10.525 2.884 -3.488 -0.001 0.004 -0.003 -0.44
C 11.328 4.180 -3.244 0.010 -0.012 -0.013 -0.16
C 10.786 5.318 -2.782 -0.015 0.008 0.007 -0.23
C 9.361 5.361 -2.194 0.019 -0.005 0.008 -0.07
C 8.152 5.806 -3.119 -0.012 0.000 -0.013 -0.42
C 7.087 4.659 -3.333 0.002 0.009 0.014 -0.40
C 7.647 3.220 -3.694 0.000 0.001 0.000 -0.38
C 9.150 2.996 1.642 0.001 -0.005 -0.004 -0.07
O 7.799 2.863 2.106 0.000 -0.002 0.012 -0.52
C 5.603 4.008 1.927 0.008 -0.018 0.006 -0.22
C 3.231 0.669 -0.070 0.003 -0.004 -0.003 -0.38
H -0.717 -0.374 1.246 0.000 0.000 0.000 0.21
H 0.559 0.797 1.575 0.000 0.000 -0.001 0.21
H -0.640 1.128 0.329 0.000 0.000 0.000 0.20
H 1.320 -1.229 0.181 0.001 0.001 0.000 0.20
H 0.185 -0.737 -1.051 0.001 0.001 -0.001 0.20
H 3.038 0.611 -2.764 0.000 0.001 0.002 0.20
H 2.474 -1.007 -2.338 0.000 0.000 -0.001 0.21
H 1.330 0.198 -2.944 0.000 -0.001 0.001 0.21
H 1.489 2.554 -1.780 0.000 0.000 0.000 0.20
H 1.176 2.425 -0.033 0.002 0.000 0.001 0.24
H 3.935 2.348 -1.309 0.001 -0.001 0.001 0.21
H 6.146 1.718 0.445 0.001 -0.002 0.000 0.21
H 6.332 2.965 -0.819 0.000 0.001 -0.004 0.20
H 7.367 5.158 -0.193 -0.001 0.000 0.003 0.22
H 7.942 5.488 1.452 0.006 0.000 0.000 0.22
H 9.982 4.622 0.455 -0.002 0.001 0.001 0.23
H 9.257 4.285 -3.984 0.003 0.005 -0.004 0.21
H 10.741 2.522 -4.495 0.003 -0.001 0.001 0.22
H 10.774 2.095 -2.777 0.000 -0.001 0.002 0.24
H 12.369 4.186 -3.549 -0.002 -0.004 0.000 0.21
H 11.385 6.221 -2.739 0.001 0.000 -0.001 0.22
H 9.369 5.939 -1.269 -0.008 -0.002 0.002 0.22
H 7.632 6.649 -2.660 -0.006 -0.001 0.000 0.22
H 8.527 6.168 -4.078 0.003 0.001 0.004 0.21
H 6.395 4.997 -4.106 -0.003 -0.004 0.000 0.22
H 6.499 4.584 -2.417 0.006 -0.003 0.003 0.20
H 7.511 3.001 -4.754 0.012 -0.007 0.000 0.21
H 7.150 2.447 -3.108 -0.014 0.008 -0.004 0.22
H 9.529 2.018 1.350 0.001 0.000 -0.006 0.21
H 9.751 3.399 2.460 -0.002 0.004 0.000 0.18
H 5.443 5.072 2.104 0.000 0.003 -0.003 0.20
H 5.388 3.444 2.838 0.002 0.006 0.002 0.21
H 3.042 0.554 0.999 0.001 0.000 0.001 0.21
H 4.079 0.045 -0.359 -0.001 -0.001 0.000 0.21


2.
62
Properties=species:S:1:pos:R:3:forces:R:3:nbo_charge:R:1 method="wB97M-V/def2-TZVPD" smiles="CC[C@]1(C)C[C@H](C(=O)N2CC3(C[C@H](C(=O)N4[C@H]5CC=C[C@H]4CCC5)CO3)C2)C1" multiplicity=1 homo_energy_ha=-0.3331 gap_ev=9.7
C -0.636 1.000 0.254 0.011 -0.005 0.011 -0.60
C 0.325 -0.018 -0.351 -0.007 0.007 -0.013 -0.39
C 1.759 0.492 -0.600 -0.019 0.007 0.000 -0.04
C 2.110 0.393 -2.081 0.004 -0.007 0.006 -0.60
C 2.180 1.879 -0.038 0.010 0.012 -0.019 -0.40
C 3.528 1.278 0.401 -0.002 0.080 0.027 -0.31
C 4.002 1.641 1.788 -0.002 -0.224 0.048 0.69
O 3.235 1.916 2.699 -0.011 0.079 -0.017 -0.64
N 5.333 1.573 1.990 0.013 0.076 -0.027 -0.43
C 6.500 1.303 1.152 -0.022 0.003 -0.009 -0.23
C 7.376 1.740 2.364 0.050 -0.018 0.041 0.26
C 8.204 2.996 2.167 -0.014 0.028 -0.034 -0.41
C 9.503 2.427 1.559 0.001 -0.005 0.033 -0.34
C 9.486 2.517 0.032 0.023 -0.056 0.028 0.70
O 9.233 1.554 -0.683 0.031 0.022 -0.002 -0.65
N 9.764 3.726 -0.480 -0.200 -0.072 -0.020 -0.46
C 9.710 4.046 -1.910 0.024 -0.050 -0.092 -0.05
C 11.142 3.820 -2.375 0.055 0.049 0.049 -0.44
C 11.870 4.833 -1.462 -0.085 0.057 0.116 -0.16
C 11.282 5.459 -0.426 0.014 -0.021 -0.074 -0.22
C 9.907 5.018 0.124 0.130 0.021 -0.062 -0.07
C 8.591 5.768 -0.355 -0.006 0.016 0.004 -0.43
C 7.608 4.830 -1.160 0.035 -0.027 0.019 -0.40
C 8.250 3.947 -2.310 -0.021 0.115 0.052 -0.39
C 9.496 0.966 2.051 0.005 -0.009 -0.001 -0.08
O 8.305 0.794 2.828 -0.013 -0.005 -0.031 -0.51
C 6.093 1.829 3.207 -0.019 -0.001 -0.016 -0.21
C 2.879 -0.124 0.275 0.014 -0.015 0.008 -0.38
H -1.645 0.588 0.309 0.001 -0.002 -0.002 0.21
H -0.341 1.286 1.263 0.000 0.000 0.000 0.21
H -0.680 1.909 -0.350 0.001 0.001 0.000 0.20
H 0.370 -0.896 0.300 0.004 0.000 0.002 0.20
H -0.096 -0.372 -1.296 0.002 0.000 -0.004 0.20
H 3.129 0.733 -2.280 0.001 0.002 0.006 0.20
H 2.025 -0.638 -2.430 -0.002 -0.001 0.002 0.21
H 1.430 1.008 -2.676 -0.002 -0.001 0.001 0.21
H 2.208 2.710 -0.744 0.002 -0.002 -0.005 0.20
H 1.617 2.169 0.846 0.001 -0.009 0.002 0.24
H 4.319 1.424 -0.334 -0.007 -0.007 -0.015 0.21
H 6.630 0.250 0.896 0.006 0.003 -0.005 0.21
H 6.580 1.911 0.249 -0.004 0.000 0.006 0.20
H 7.709 3.737 1.538 0.015 -0.013 0.025 0.21
H 8.401 3.449 3.140 0.003 -0.014 0.006 0.22
H 10.373 2.963 1.935 0.014 -0.012 -0.025 0.23
H 9.754 5.127 -1.956 -0.011 0.017 0.045 0.21
H 11.313 4.107 -3.415 -0.030 -0.026 -0.005 0.22
H 11.495 2.798 -2.233 0.025 -0.002 -0.005 0.24
H 12.881 5.118 -1.733 0.001 -0.013 -0.007 0.21
H 11.815 6.241 0.102 0.002 -0.002 -0.001 0.22
H 9.956 4.973 1.212 -0.019 0.020 -0.005 0.22
H 8.046 6.138 0.516 -0.002 0.001 -0.004 0.22
H 8.853 6.649 -0.944 -0.004 0.000 -0.002 0.21
H 6.806 5.453 -1.558 0.014 0.001 -0.022 0.22
H 7.133 4.156 -0.446 -0.003 0.031 -0.020 0.20
H 8.084 4.407 -3.285 0.006 -0.039 -0.009 0.21
H 7.834 2.942 -2.310 -0.013 -0.019 0.012 0.23
H 9.487 0.291 1.195 0.006 0.004 -0.007 0.21
H 10.343 0.732 2.693 -0.011 0.013 0.019 0.19
H 5.880 2.793 3.672 0.016 0.001 0.001 0.20
H 6.013 1.035 3.951 -0.013 -0.002 -0.005 0.21
H 2.493 -0.449 1.243 -0.002 0.012 -0.003 0.22
H 3.479 -0.922 -0.166 0.006 0.003 -0.001 0.20


3.
67
Properties=species:S:1:pos:R:3:forces:R:3:nbo_charge:R:1 method="wB97M-V/def2-TZVPD" smiles="CCO[C@@](C#N)(Cc1cccc(C)c1)[C@@H](C#N)CCCS.COC(=O)OC.COC(=O)OC" multiplicity=1 homo_energy_ha=-0.3350 gap_ev=9.6
C -5.742 -0.757 -1.879 0.192 0.785 0.795 -0.63
C -4.357 -0.152 -1.345 -2.648 -0.828 -0.217 -0.09
O -3.555 0.082 -2.513 0.659 0.219 1.733 -0.54
C -2.206 0.445 -2.216 0.530 1.032 -0.848 0.21
C -1.952 0.886 -0.757 -0.307 -0.907 -1.968 0.28
N -1.674 1.204 0.308 0.100 0.036 -0.096 -0.33
C -1.287 -0.739 -2.708 0.355 -1.002 0.668 -0.45
C -1.010 -1.835 -1.640 -0.313 -2.665 1.027 -0.03
C -1.653 -3.154 -1.827 1.388 0.516 1.548 -0.22
C -1.404 -4.247 -0.888 0.733 1.606 0.002 -0.21
C -0.525 -4.073 0.263 -0.792 1.719 -1.791 -0.26
C 0.099 -2.766 0.480 -0.913 -0.693 -0.847 0.12
C 1.018 -2.571 1.735 0.053 0.244 -1.431 -0.66
C -0.141 -1.696 -0.479 -0.593 -0.667 -0.408 -0.27
C -1.886 1.700 -3.155 -0.541 -0.245 -0.532 -0.30
C -2.988 2.779 -3.057 2.245 -1.410 0.365 0.29
N -3.645 3.706 -2.913 -0.444 0.103 -0.080 -0.31
C -0.418 2.255 -3.002 0.179 1.381 -0.811 -0.43
C 0.548 1.902 -4.217 1.192 -0.752 1.292 -0.41
C 1.860 1.212 -3.609 -0.928 -0.517 0.881 -0.51
S 2.976 2.472 -2.812 0.034 -0.081 0.001 -0.08
H -6.585 -0.173 -1.409 0.798 -0.648 -0.510 0.21
H -5.823 -0.616 -2.984 0.138 -0.389 0.904 0.23
H -5.848 -1.814 -1.537 0.062 0.750 -0.696 0.21
H -3.944 -0.930 -0.650 0.192 0.996 -0.593 0.20
H -4.650 0.795 -0.806 0.961 -0.787 -0.503 0.19
H -0.307 -0.420 -3.142 -0.840 0.144 0.524 0.23
H -1.850 -1.242 -3.545 0.449 0.722 0.834 0.25
H -2.304 -3.325 -2.717 0.583 0.163 0.894 0.21
H -1.886 -5.234 -1.090 0.506 0.990 0.288 0.22
H -0.369 -4.943 0.937 0.011 0.952 -0.471 0.22
H 0.406 -2.441 2.665 0.647 -0.085 -0.811 0.23
H 1.677 -1.666 1.532 -0.808 -1.129 0.564 0.22
H 1.677 -3.479 1.794 -0.607 0.927 0.254 0.22
H 0.352 -0.698 -0.338 -0.415 -1.134 0.059 0.21
H -1.965 1.285 -4.203 -0.130 0.380 1.065 0.25
H -0.489 3.380 -2.968 0.048 -1.172 0.193 0.25
H 0.110 1.949 -2.065 -0.859 0.129 -0.538 0.23
H 0.101 1.135 -4.898 0.231 0.916 0.284 0.21
H 0.921 2.817 -4.744 -0.790 -0.840 0.148 0.23
H 2.393 0.571 -4.353 -0.179 0.849 0.580 0.23
H 1.543 0.536 -2.762 0.355 0.505 -0.999 0.21
H 3.055 2.155 -1.470 -0.424 -0.306 -1.062 0.14
C -1.820 2.357 3.120 -0.246 0.466 -0.109 -0.26
O -1.757 1.151 3.884 0.115 -0.089 0.245 -0.49
C -1.110 1.269 5.047 -0.136 -0.062 -0.198 0.98
O -0.600 2.272 5.476 -0.026 -0.172 0.001 -0.64
O -1.126 0.074 5.654 -0.011 0.077 -0.099 -0.50
C -0.465 0.052 6.918 0.135 -0.088 0.311 -0.26
H -2.362 2.143 2.208 0.058 -0.217 0.220 0.22
H -2.358 3.133 3.669 0.222 -0.027 0.136 0.18
H -0.819 2.697 2.855 -0.062 0.028 0.116 0.19
H -0.948 0.735 7.617 0.128 0.074 -0.097 0.19
H 0.591 0.301 6.804 -0.103 0.141 0.027 0.19
H -0.542 -0.960 7.312 -0.125 0.004 -0.235 0.19
C 7.474 -0.757 0.465 0.392 -0.055 -0.034 -0.26
O 6.052 -0.766 0.341 -0.190 0.075 0.076 -0.49
C 5.422 0.040 1.202 0.019 -0.097 -0.105 0.98
O 5.944 0.737 2.031 -0.100 -0.089 -0.109 -0.63
O 4.105 -0.064 0.978 0.100 -0.047 -0.079 -0.50
C 3.300 0.749 1.832 -0.267 0.212 0.203 -0.26
H 7.874 -1.444 -0.279 -0.274 0.000 -0.024 0.20
H 7.872 0.239 0.267 -0.053 -0.027 0.163 0.19
H 7.776 -1.103 1.454 -0.039 0.170 -0.010 0.19
H 3.531 1.805 1.690 0.109 -0.075 0.128 0.20
H 3.436 0.463 2.876 0.105 0.125 -0.056 0.20
H 2.258 0.584 1.562 0.136 -0.137 -0.160 0.19


Number 1: E_LUMO 0.60 eV, energy -1231.95095 Ha. Number 2: E_LUMO 0.60 eV, energy -1231.94518 Ha. Number 3: E_LUMO 0.48 eV, energy -1931.07904 Ha.